1.
{"formula": "C36H37Br6N5O10", "method": "ωB97M-V/def2-TZVPD", "multiplicity": 1, "smiles": "O=[N+]([O-])c1ccccc1.O=[N+]([O-])c1ccccc1.O=[N+]([O-])c1ccccc1.O=[N+]([O-])c1ccccc1.O=[N+]([O-])c1ccccc1.BrCCBr.BrCCBr.BrCCBr", "symbols": ["H", "Br", "H", "H", "C", "C", "H", "H", "H", "N", "C", "C", "H", "Br", "C", "H", "H", "C", "H", "C", "H", "H", "H", "H", "H", "H", "H", "Br", "H", "C", "C", "C", "C", "Br", "C", "O", "Br", "H", "N", "H", "O", "C", "C", "H", "H", "H", "C", "C", "C", "H", "C", "C", "C", "C", "C", "C", "O", "C", "H", "O", "C", "H", "C", "C", "N", "C", "H", "H", "C", "O", "H", "N", "O", "C", "O", "C", "H", "O", "C", "H", "N", "H", "H", "H", "O", "H", "Br", "C", "H", "O", "C", "C", "H", "C"], "xyz": [[-18.832065, 5.674671, -0.520054], [-18.729741, 5.540427, -9.836328], [-19.950681, 9.152583, -14.751968], [-15.120897, 6.068673, -2.492806], [-18.097548, -3.396183, -4.698303], [-15.057154, 2.534352, -2.624297], [-15.280410, 3.396343, -2.001924], [-25.620908, -0.827807, -7.030229], [-18.621160, 4.844787, -4.705156], [-18.095217, -4.198447, -7.059110], [-14.948394, 5.970807, -11.761722], [-13.367218, 4.149429, -11.473227], [-21.770125, 7.245877, -9.889419], [-13.453698, 2.995343, -3.634551], [-25.197401, -0.239946, -7.832696], [-16.830751, 4.462459, -8.539410], [-27.091445, 0.069835, -8.851925], [-19.022046, -1.223428, -4.227812], [-23.233774, -0.382613, -7.045064], [-18.699824, 3.420970, -7.964305], [-11.863131, 6.965197, -12.711397], [-19.482417, 2.888058, -8.499384], [-17.723793, -4.325057, -4.292480], [-15.417750, 3.935481, -11.091301], [-18.865028, 8.312846, -10.699133], [-17.448773, 3.436193, -9.810577], [-21.102427, 5.232995, -11.382738], [-17.833196, 2.164632, -6.694988], [-15.950054, 6.349859, -11.912369], [-18.271986, 5.504067, -1.430429], [-25.526281, 1.159467, -9.724793], [-19.133512, -0.943693, -5.574176], [-12.338406, 5.046772, -11.829717], [-17.769761, 1.924904, -2.472093], [-20.085698, 10.803170, -13.368510], [-18.220301, -3.877335, -8.214305], [-22.940874, 5.285025, -8.930011], [-14.885925, 1.684247, -1.967272], [-20.452726, 11.755087, -14.411720], [-16.526144, 6.261084, -0.462902], [-20.336691, 11.440737, -15.566778], [-16.195738, 2.146389, -3.615824], [-20.087471, 11.169486, -12.001737], [-19.432970, 0.004973, -5.996089], [-23.829480, 2.185045, -10.496212], [-21.695173, 6.557533, -12.403267], [-18.812057, -1.919543, -6.517528], [-19.323990, 8.916092, -11.471208], [-14.659285, 4.617318, -11.449421], [-19.004678, -1.623614, -7.537242], [-19.621732, 10.217914, -11.116006], [-19.828983, 9.436102, -13.716123], [-18.480759, -2.400653, -3.758169], [-16.796366, 5.497152, -3.765958], [-23.843406, 0.101865, -7.793810], [-18.165009, 5.212728, -3.797073], [-17.790813, -5.339871, -6.732041], [-18.921710, 5.208635, -2.628668], [-19.209285, 7.504230, -13.123287], [-20.804465, 12.877340, -14.018218], [-17.744524, 4.051330, -8.963506], [-16.002330, 1.155451, -4.017798], [-22.514521, 6.594663, -10.344451], [-21.950532, 5.879287, -11.591743], [-21.922311, 1.388926, -8.697414], [-18.390715, -3.200173, -6.040542], [-26.172769, 1.605095, -10.467380], [-20.418547, 12.142041, -11.671214], [-16.930089, 5.855914, -1.379104], [-13.241931, 8.959435, -12.635047], [-13.276191, 3.108149, -11.198987], [-14.202053, 8.230457, -12.470479], [-16.692439, 5.318090, -6.031604], [-13.942586, 6.821229, -12.180247], [-14.880949, 5.938252, -5.039314], [-26.025244, 0.245920, -8.816459], [-19.641035, 10.445113, -10.058187], [-15.350462, 8.610694, -12.338623], [-12.609683, 6.367907, -12.209528], [-19.140758, -0.438744, -3.491779], [-16.010165, 5.473176, -5.041024], [-18.235334, -2.570137, -2.720360], [-19.984999, 5.030206, -2.686868], [-16.473653, 2.901543, -4.342605], [-21.386110, 1.420441, -7.592089], [-23.392417, 7.174328, -10.618462], [-23.380383, 4.788629, -12.349620], [-16.172064, 5.822976, -2.551835], [-11.319699, 4.686639, -11.792883], [-21.296877, 1.526497, -9.738128], [-23.333454, 0.981222, -8.750964], [-24.157200, 1.466971, -9.757269], [-19.129695, 4.242178, -7.394774], [-19.475420, 8.485151, -12.755665]], "forces_ev_per_a": [[-0.2, -0.4, 0.0], [0.4, -0.3, 0.3], [0.2, 0.0, -0.1], [0.0, 0.0, -0.3], [-1.2, 0.3, 0.8], [-0.7, -0.2, -0.8], [-0.2, 0.0, -0.2], [0.2, -0.3, -0.1], [0.1, 0.4, -0.2], [0.0, -1.6, -0.1], [-0.3, -0.5, -0.9], [0.0, 1.1, 0.0], [0.0, 0.0, -0.1], [-0.1, -0.2, 0.2], [0.5, -0.1, 0.4], [-0.3, 0.2, 0.2], [0.0, -0.4, 0.2], [0.7, 0.8, 1.1], [0.3, 0.4, 0.1], [0.2, 0.4, -0.3], [0.2, 0.2, 0.6], [0.0, -0.2, 0.3], [0.2, -0.1, -0.5], [-0.3, 0.2, -0.3], [-0.3, -0.4, 0.0], [-0.3, -0.3, 0.2], [-0.2, 0.0, 0.1], [-0.3, 0.6, -0.8], [-0.2, -0.2, 0.6], [-0.5, 1.0, 0.2], [1.0, -0.3, -0.6], [0.1, -0.8, -1.1], [-0.3, -0.2, 0.0], [-0.1, -0.1, 0.0], [0.0, -2.3, 1.2], [-0.1, 0.6, -0.6], [0.0, 0.5, -0.4], [0.4, 0.0, -0.2], [-0.1, 1.7, 1.1], [0.2, -0.3, 0.0], [-0.1, -0.3, -0.4], [0.6, 0.2, 1.6], [0.3, -0.3, -1.5], [-0.2, 0.1, 0.5], [0.4, -0.1, 0.1], [0.0, 0.3, 0.3], [-0.5, -0.5, 1.4], [0.8, 0.1, 0.9], [-0.4, 1.3, 0.1], [0.4, -0.7, -0.2], [-0.9, 0.3, 0.7], [-0.5, 1.6, 0.0], [0.7, -1.1, -1.6], [0.1, -0.5, 1.3], [-0.3, -0.1, -0.1], [0.2, -0.7, -0.1], [0.0, 0.7, 0.6], [1.1, 0.4, 0.0], [-0.1, -0.2, 0.3], [0.2, -1.2, -0.5], [0.3, 0.0, -0.3], [0.0, 0.2, -0.4], [0.8, -0.5, -0.5], [-0.7, 0.1, 0.5], [1.2, -1.2, 0.3], [0.3, 2.0, -0.4], [0.0, 0.0, 0.0], [0.1, 0.1, -0.1], [-0.2, -0.1, -1.0], [-0.3, -0.2, -0.5], [0.8, 0.0, 0.0], [-0.1, 0.4, 1.2], [0.3, -0.9, -0.6], [1.4, -1.4, 0.4], [-0.4, -1.1, 0.2], [-0.4, 1.0, -0.2], [0.3, 0.2, 0.0], [0.0, 0.0, -0.5], [-0.6, -0.9, -0.4], [-0.5, 0.1, -0.1], [-0.7, 2.7, 0.5], [-0.2, 0.1, 0.1], [0.0, -0.2, 0.1], [0.3, -0.2, -0.1], [-0.6, 0.3, -0.4], [-0.1, -0.2, 0.3], [0.1, -0.2, -0.2], [-0.1, 0.0, -0.2], [0.1, 0.1, -0.3], [-0.8, 0.4, 0.2], [-0.7, -0.2, -0.2], [-0.7, 0.5, 0.3], [0.0, -0.3, 0.3], [0.1, 0.8, -1.6]], "mulliken_charge": [0.41, -0.07, 0.44, 0.47, -0.42, -0.60, 0.26, 0.36, 0.35, 1.02, -0.26, -0.62, 0.23, -0.16, -0.45, 0.50, 0.37, -0.75, 0.47, -0.43, 0.41, 0.26, 0.42, 0.32, 0.32, 0.49, 0.25, -0.11, 0.46, -0.34, -0.47, -0.31, -0.40, -0.15, -0.06, -0.60, -0.15, 0.49, 0.97, 0.41, -0.58, 0.10, -0.34, 0.67, 0.37, 0.24, -0.30, -0.24, -0.12, 0.48, -0.71, -0.32, -0.47, -0.13, -0.32, 0.19, -0.61, -0.78, 0.62, -0.59, -0.88, 0.53, -0.46, -0.44, 1.06, -0.04, 0.37, 0.47, -0.42, -0.57, 0.39, 0.96, -0.53, 0.11, -0.58, -0.48, 0.40, -0.58, -0.45, 0.45, 1.06, 0.41, 0.42, -0.48, -0.53, 0.47, -0.14, -0.57, 0.36, -0.55, 0.07, -0.28, 0.41, -0.42]}

2.
{"formula": "C2H4N2S2", "method": "ωB97M-V/def2-TZVPD", "multiplicity": 1, "smiles": "N/N=C\\C(=S)S", "symbols": ["S", "N", "H", "N", "H", "H", "S", "C", "C", "H"], "xyz": [[0.414488, 1.595234, -0.068849], [-1.781330, -0.377221, -1.121216], [-0.945329, -0.786676, 2.395854], [-1.938830, -0.702220, 0.235373], [-0.350871, 2.019142, 1.188150], [-2.663308, -0.043574, -1.379673], [1.710455, -1.002795, -0.245614], [-0.950657, -0.534919, 1.227839], [0.453439, -0.053661, 0.464042], [-1.015161, 0.419652, -1.123309]], "forces_ev_per_a": [[-1.1, 1.1, 3.3], [4.0, 1.1, 3.1], [-0.6, 0.3, -3.2], [2.5, 0.3, 4.7], [1.2, -0.5, -2.7], [-1.5, 0.5, -0.7], [-2.8, 1.5, 1.7], [-0.2, -0.2, -5.2], [0.6, -2.4, -0.1], [-2.2, -1.8, -1.0]], "nbo_charge": [0.12, -0.61, 0.26, -0.20, 0.16, 0.37, 0.03, -0.11, -0.36, 0.34]}

3.
{"formula": "C18H29O15S", "method": "ωB97M-V/def2-TZVPD", "multiplicity": 1, "charge": 1, "symbols": ["C", "H", "C", "C", "C", "O", "H", "H", "C", "H", "H", "H", "H", "O", "H", "O", "H", "C", "H", "C", "O", "C", "O", "H", "H", "C", "O", "H", "C", "H", "O", "C", "O", "O", "C", "C", "H", "C", "O", "H", "C", "H", "C", "H", "O", "H", "H", "H", "S", "O", "H", "C", "H", "H", "O", "H", "H", "H", "H", "O", "O", "H", "C"], "xyz": [[-2.547743, -4.435372, 3.353053], [0.100285, 6.458114, -1.958521], [-2.821504, -1.340029, 0.246465], [0.328000, 0.254746, -0.710678], [-1.003836, 3.548846, -2.231445], [4.060573, 3.905843, 5.724785], [0.784239, -1.399509, -2.236090], [-4.766612, -5.914322, 4.153859], [-2.333689, 0.074940, 0.915082], [-1.351984, 1.127250, -3.887790], [-0.805216, 1.397425, -6.564760], [1.116897, 4.611798, -0.199049], [-3.849126, -7.058394, 2.264856], [-1.167712, 4.888982, -2.433524], [3.259075, -0.742946, -1.709520], [-1.705115, 2.685921, -2.732696], [2.528451, 3.039473, 2.286903], [4.054533, 3.540366, 4.561138], [2.904972, -2.441627, -0.966154], [3.156272, -0.731618, 0.586244], [-1.115265, -0.651758, -6.546406], [2.621744, -1.286952, -0.862360], [2.857299, -1.341291, 1.908285], [-2.233964, -7.179408, 3.006509], [3.451755, 1.516261, 2.259601], [4.672725, 3.291854, 2.429251], [-1.005583, -0.872705, -4.307333], [-3.099804, -1.195538, -0.905352], [3.413643, 2.526166, 2.677092], [-2.718554, 0.089593, 2.044952], [0.045996, 3.300737, -1.394924], [-3.697715, -6.143829, 4.217755], [3.331638, 2.482926, 4.089013], [-1.041861, -2.743446, -5.623781], [-1.052910, -1.529791, -5.502938], [0.729552, 4.527291, -1.218098], [-2.408104, 0.847829, -6.015123], [-1.334845, 0.631337, -5.991820], [-1.924063, -2.482871, 0.475485], [5.555659, 2.645078, 2.394721], [1.000218, -1.194659, -1.084737], [-3.542773, -6.903453, 4.988872], [-0.809789, 0.498233, -4.599128], [-3.853504, -1.620535, 0.777105], [-2.993605, -4.957652, 4.532920], [1.567202, 4.569801, -1.922100], [-2.926459, 0.934480, 0.371472], [0.478287, -2.012701, -0.429915], [-0.478732, 0.322591, 0.993477], [-2.733993, -5.312297, 2.323593], [-0.551055, 0.448932, -1.492982], [-3.120728, -6.545976, 2.899287], [4.627472, 3.881191, 1.509320], [1.087743, 1.165180, -0.847840], [-2.048778, -3.328718, 3.234591], [3.532533, -0.916765, 2.537811], [0.037438, -0.776732, 1.729255], [0.259436, 0.724744, -4.531804], [-0.900015, 5.822900, -0.628366], [4.768516, 4.135606, 3.561442], [3.973816, 0.348123, 0.556287], [-2.043040, -2.734036, 1.440037], [-0.318292, 5.550373, -1.515285]], "forces_ev_per_a": [[0.3, 0.6, 0.1], [-0.2, -0.2, 0.0], [-1.4, -0.7, 0.1], [0.2, -0.3, -2.4], [-1.3, -0.7, -1.0], [0.0, -0.9, -2.8], [0.4, 0.4, 2.6], [0.1, 0.0, 0.0], [-2.2, -1.2, 0.5], [0.2, -0.4, -0.2], [-0.1, -0.3, 0.0], [-0.1, -0.2, -0.2], [0.2, 0.2, 0.0], [0.0, -1.6, -0.1], [-1.5, -0.8, 2.2], [1.4, 1.7, 1.3], [0.0, 0.1, 0.0], [0.1, 1.0, 2.8], [-0.6, 2.5, 0.5], [4.1, 4.6, 0.7], [0.2, -0.8, 0.7], [0.2, -1.0, 0.3], [1.5, 2.0, -3.3], [-0.1, 0.1, 0.0], [0.0, 0.3, 0.2], [0.6, 0.0, -0.9], [0.0, -0.7, -0.5], [1.2, -0.5, 2.5], [-0.6, -0.7, -0.6], [1.3, 0.1, -2.3], [-1.0, -0.3, -0.5], [-0.8, -0.8, 0.6], [0.4, 0.5, 0.4], [0.0, 2.9, 0.4], [0.0, -2.8, -0.7], [1.2, 0.5, 0.5], [0.1, 0.0, 0.0], [-0.3, 1.0, -0.6], [-1.1, 2.1, 0.6], [-0.1, 0.0, 0.0], [0.1, -0.1, 0.0], [0.0, 0.3, 0.0], [0.1, 0.9, 0.7], [2.1, 0.9, -1.1], [0.8, 1.1, -1.1], [-0.1, 0.0, 0.1], [1.9, -1.3, 1.0], [0.9, 1.5, -1.5], [0.1, 0.3, 0.0], [0.3, 1.4, 0.8], [1.7, -0.3, 1.9], [-0.1, -1.3, -0.4], [0.1, 0.0, 0.2], [-1.8, -2.0, 0.8], [-0.8, -1.5, -0.1], [-1.3, -0.6, -1.3], [-0.8, 0.8, -1.2], [0.0, 0.0, -0.1], [0.0, 0.0, -0.1], [-0.6, -0.3, 0.7], [-5.0, -6.6, 0.4], [0.2, 0.1, -1.1], [0.1, 1.2, 0.4]], "nbo_charge": [0.99, 0.22, -0.10, -0.56, 0.98, -0.56, 0.28, 0.19, -0.58, 0.24, 0.21, 0.21, 0.22, -0.46, 0.27, -0.61, 0.16, 0.96, 0.27, 0.76, -0.47, -0.52, -0.71, 0.19, 0.22, -0.10, -0.51, 0.22, -0.11, 0.28, -0.51, -0.10, -0.49, -0.57, 0.96, -0.10, 0.19, -0.10, -0.75, 0.19, -0.44, 0.22, -0.13, 0.21, -0.46, 0.20, 0.29, 0.26, 0.54, -0.47, 0.29, -0.10, 0.20, 0.29, -0.64, 0.52, 0.24, 0.17, 0.19, -0.48, -0.62, 0.51, -0.11]}

Number 1: Kohn-Sham gap 9.08 eV, lowest unoccupied orbital energy -0.87 eV. Number 2: Kohn-Sham gap 8.02 eV, lowest unoccupied orbital energy -0.88 eV. Number 3: Kohn-Sham gap 9.87 eV, lowest unoccupied orbital energy -2.83 eV.